[1]
ORCA calculation (the ωB97M-V functional and the def2-TZVPD basis) on C35H43AsFN3O9SSb2W as an isolated structure in a non-equilibrium geometry.

```
96
Properties=species:S:1:pos:R:3:forces:R:3:mulliken_charge:R:1
W -0.198243 -0.447808 0.226743 -0.9 0.0 0.6 2.01
O -1.843723 -4.186297 1.778469 0.2 0.2 0.2 -0.72
As -2.225148 -2.431779 1.698561 0.0 -0.1 0.6 0.41
O -0.510620 -1.967019 1.329074 -0.1 0.0 -0.2 -0.15
O -1.595921 -0.720795 -0.707760 0.2 0.3 -0.2 -0.72
C -1.871837 -2.023765 3.602190 0.1 0.1 0.0 0.05
C -2.073848 -3.006764 4.556857 0.0 -0.1 0.1 -0.52
C -1.759864 -2.783013 5.893687 0.0 0.0 0.0 -0.68
C -1.228834 -1.568953 6.294163 0.0 0.0 0.0 -0.73
C -1.020554 -0.565039 5.357456 0.0 0.0 0.1 -0.69
C -1.339335 -0.801936 4.031598 -0.1 0.1 -0.1 0.43
S -1.122423 0.541093 2.897826 0.3 0.2 -0.1 1.53
O -2.051944 0.278154 1.787666 -0.2 -0.3 -0.1 -0.67
O -1.268750 1.778888 3.590237 0.0 0.0 0.1 -0.65
O 0.251784 0.415279 2.244633 -0.2 -0.2 -0.3 -0.70
H -2.628346 -4.737465 1.872137 -0.1 0.0 -0.2 0.29
H -2.463162 -3.972321 4.261450 0.0 0.0 0.0 0.35
H -1.928806 -3.561117 6.625992 0.0 0.0 0.0 0.42
H -0.985724 -1.400022 7.334202 0.0 0.0 0.0 0.42
H -0.632503 0.402340 5.647836 0.0 0.0 0.0 0.48
C 1.101412 -4.326433 0.048036 0.0 0.0 0.0 -1.00
Sb 0.715983 -2.638521 -1.162403 0.3 -0.4 -0.1 0.85
C -0.796010 -3.228241 -2.523214 0.0 0.0 0.0 -1.29
C 2.509422 -2.454336 -2.325866 0.0 -0.1 0.0 -1.34
C 3.651721 -3.132171 -1.631041 0.0 0.0 0.0 0.48
C 3.891695 -4.479013 -1.901400 0.0 0.0 0.0 -0.63
C 4.873589 -5.187496 -1.231827 0.0 0.0 0.0 -0.72
C 5.640787 -4.547342 -0.269381 0.0 0.0 0.0 -0.70
C 5.427744 -3.204709 -0.008090 0.0 0.0 0.0 -0.81
C 4.444904 -2.478031 -0.679727 0.0 0.0 0.0 0.94
C 4.282849 -1.020084 -0.376886 0.0 0.0 0.0 -1.60
Sb 2.727019 -0.531936 1.019389 0.0 0.4 -0.2 1.20
C 2.979498 1.583412 0.948737 0.1 0.0 0.1 -1.14
C 3.552440 -0.966267 2.920684 -0.1 -0.1 0.0 -1.33
H 1.002113 -5.223322 -0.561736 0.0 0.0 0.0 0.46
H 0.386302 -4.348644 0.865170 0.0 0.0 0.0 0.24
H 2.120862 -4.266780 0.426832 0.0 0.0 0.0 0.24
H -0.796175 -4.312837 -2.611121 0.0 0.0 0.0 0.46
H -0.584844 -2.768910 -3.486889 0.0 0.0 0.0 0.40
H -1.756782 -2.877310 -2.154748 0.0 0.0 0.0 0.33
H 2.644834 -1.396118 -2.531524 0.0 0.0 0.0 0.45
H 2.275034 -2.953165 -3.266508 0.0 0.0 0.0 0.83
H 3.291996 -4.978603 -2.654545 0.0 0.0 0.0 0.43
H 5.043064 -6.230459 -1.462772 0.0 0.0 0.0 0.42
H 6.414322 -5.085934 0.261069 0.0 0.0 0.0 0.43
H 6.050330 -2.696578 0.719704 0.0 0.0 0.0 0.43
H 4.030846 -0.435835 -1.262847 0.0 0.0 0.0 0.56
H 5.205149 -0.608835 0.034398 0.0 0.0 0.0 0.78
H 3.558078 1.914366 1.809472 0.0 0.0 0.0 0.45
H 2.006077 2.067881 0.963842 0.0 0.0 0.0 0.09
H 3.507216 1.844570 0.032885 0.0 0.0 0.0 0.43
H 4.496850 -0.434670 3.019376 0.0 0.0 0.0 0.40
H 3.709977 -2.035654 3.041056 0.0 0.0 0.0 0.39
H 2.847376 -0.617652 3.672919 0.0 0.0 0.0 0.38
F -3.614461 5.286499 1.562810 0.0 0.0 0.0 -0.33
C -3.355474 4.735765 0.365512 0.0 0.0 0.0 0.04
C -2.456222 3.712419 0.299374 0.0 0.0 0.0 -0.40
C -2.129589 3.161496 -0.944334 0.1 0.1 0.0 1.02
C -1.151525 2.098937 -1.020784 0.1 0.1 0.0 1.04
O -0.605269 1.686443 0.047765 0.0 -0.3 0.1 -0.74
C -0.879584 1.575415 -2.303933 -0.1 0.0 0.0 0.01
C -1.538094 2.079577 -3.393178 0.0 0.0 0.0 -0.37
N -2.449439 3.058007 -3.329822 0.0 0.0 0.0 0.31
C -3.062326 3.551346 -4.550376 0.0 0.0 0.0 -0.35
C -4.514389 3.263035 -4.800082 0.0 0.0 0.0 -0.43
C -3.458943 2.571995 -5.609176 0.0 0.0 0.0 -1.03
C -2.756584 3.641161 -2.102801 0.0 0.0 0.0 -0.26
C -3.691475 4.676276 -2.002577 0.0 0.0 0.0 -0.73
C -3.997956 5.245518 -0.777506 0.0 0.0 -0.1 -1.52
N -4.942918 6.300269 -0.734803 0.0 0.0 0.0 0.26
C -5.660566 6.606868 0.500864 0.0 0.0 0.0 -0.69
C -6.798030 7.587348 0.166985 0.0 0.0 0.0 -0.73
N -7.105347 7.479602 -1.297450 0.0 0.0 0.0 -0.15
C -5.961033 8.009238 -2.122727 0.0 0.0 0.0 -0.76
C -4.652931 7.513632 -1.488479 0.0 0.0 0.0 -0.63
C 0.128960 0.496637 -2.499872 0.1 0.1 0.0 -0.33
O 0.293697 -0.060633 -3.556522 0.0 0.0 0.0 -0.66
O 0.847951 0.237693 -1.410894 0.1 -0.1 0.0 -0.22
H -1.982962 3.339857 1.199817 0.0 0.0 0.0 0.59
H -1.319364 1.682478 -4.375111 0.0 0.0 0.0 0.86
H -2.663991 4.507629 -4.866255 0.0 0.0 0.0 0.47
H -5.108297 4.034684 -5.269821 0.0 0.0 0.0 0.32
H -5.030484 2.665894 -4.060244 0.0 0.0 0.0 0.24
H -3.304841 2.872106 -6.634883 0.0 0.0 0.0 0.26
H -3.307382 1.518972 -5.418498 0.0 0.0 0.0 0.37
H -4.202744 5.026477 -2.887352 0.0 0.0 0.0 0.84
H -5.033671 7.071632 1.264419 0.0 0.0 0.0 0.41
H -6.063106 5.683247 0.913120 0.0 0.0 0.0 0.51
H -6.518756 8.624363 0.343243 0.0 0.0 0.0 0.37
H -7.702133 7.370417 0.730268 0.0 0.0 0.0 0.38
H -7.970446 7.967820 -1.529113 0.0 0.0 0.0 0.33
H -7.230789 6.491375 -1.524336 0.0 0.0 0.0 0.38
H -6.036064 9.094760 -2.126922 0.0 0.0 0.0 0.37
H -6.101976 7.637849 -3.135697 0.0 0.0 0.0 0.42
H -4.223684 8.285292 -0.838690 0.0 0.0 0.0 0.32
H -3.926653 7.310410 -2.270314 0.0 0.0 0.0 0.50
```
Forces are in eV/Å.

Summary:
**Orbital gap**: 7.0 eV
**F_max**: 1.08 eV/Å
**ΔE to the lowest compared entry with this formula, charge and spin**: 0.00 kcal/mol
**LUMO**: -5.1 eV
**Total charge**: +2
**Highest occupied orbital energy**: -0.4429 Ha

***

[2]
ORCA calculation (the ωB97M-V functional and the def2-TZVPD basis) on C35H43BCaF4N5OSSb as an isolated structure in a non-equilibrium geometry.

```
92
Properties=species:S:1:pos:R:3:forces:R:3:mulliken_charge:R:1
Ca 0.341864 -1.372614 -1.822964 0.0 0.5 0.3 2.00
N -2.232946 -2.361366 -2.377414 0.4 -0.4 -0.2 -0.22
C -3.428860 -1.709346 -2.906479 -0.4 0.4 0.0 -0.79
C -3.280477 -1.170500 -4.337720 -0.1 -0.2 0.1 -0.91
C -1.960740 -0.471426 -4.690294 -0.2 0.4 -0.4 -0.43
C -1.668000 0.705220 -3.742872 0.1 0.3 0.3 -0.62
N -0.322971 0.720551 -3.114295 -0.3 0.5 -0.4 -0.21
H -1.871232 -3.023889 -3.070963 -0.1 0.1 0.3 0.19
H -2.462515 -2.923826 -1.546908 0.2 0.4 -0.5 0.15
H -3.691060 -0.897023 -2.222164 0.1 0.0 0.0 0.27
H -4.308766 -2.362054 -2.915168 0.1 -0.1 0.0 0.44
H -4.131529 -0.494419 -4.496769 0.2 -0.1 -0.1 0.31
H -3.436215 -2.014341 -5.014332 0.1 0.1 -0.2 0.42
H -2.044628 -0.048388 -5.712361 0.0 -0.5 0.4 0.37
H -1.160776 -1.220178 -4.745614 0.1 0.3 0.3 0.25
H -2.371579 0.651834 -2.909319 -0.1 0.1 0.0 0.06
H -1.863560 1.663376 -4.255651 0.0 -0.3 0.1 0.56
H -0.258123 1.589519 -2.553051 0.2 -0.8 -0.4 -0.29
H 0.399274 0.817172 -3.842194 -0.3 0.0 0.4 0.19
S 1.024332 -6.196379 -1.342654 -0.3 0.6 -0.4 -0.30
C 1.602720 -5.820064 -2.923427 0.1 0.0 0.4 -0.42
C 1.544009 -4.483367 -3.198437 -0.1 -0.3 0.2 -0.68
C 0.959897 -3.683009 -2.166497 -0.6 -0.4 0.5 -1.57
C 0.570692 -4.490675 -1.097873 0.7 -0.1 -1.0 1.49
C -0.154393 -4.058207 0.096096 -0.3 0.3 0.7 0.10
C -0.440388 -4.917300 1.179493 -0.1 0.6 0.2 -0.90
C -1.111772 -4.435876 2.311838 0.2 0.2 -0.6 -0.79
C -1.536242 -3.099368 2.343110 0.0 -0.3 -0.7 -0.67
C -1.306703 -2.349935 1.184322 0.5 0.1 0.4 -1.61
N -0.589146 -2.765274 0.131110 -0.2 -0.7 0.1 0.95
H 1.986678 -6.591393 -3.572706 0.0 -0.1 0.1 0.45
H 1.902430 -4.086545 -4.145182 0.0 0.0 0.1 0.40
H -0.101873 -5.943551 1.125261 -0.1 0.0 0.1 0.44
H -1.314290 -5.103464 3.143941 0.1 0.1 -0.1 0.42
H -2.066541 -2.665355 3.193652 0.2 -0.2 -0.3 0.52
H -1.666698 -1.320869 1.123231 0.1 -0.3 0.1 1.07
F 4.138280 0.292889 -2.992093 0.6 -0.1 0.0 -0.36
B 2.810063 0.556305 -3.193728 -0.4 -0.8 0.2 0.20
F 2.249702 1.203574 -2.096049 -0.2 0.3 0.6 -0.06
F 2.554593 1.249205 -4.333113 -0.2 0.5 -0.9 -0.31
F 2.092061 -0.741895 -3.302998 0.2 0.1 0.1 -0.34
N 3.678285 -2.238948 -1.099227 -0.4 0.0 -0.1 -0.35
C 3.198724 -1.138061 -0.447768 0.6 0.2 -0.2 -0.15
N 4.145680 -0.184136 -0.103214 -1.5 0.1 0.3 -0.25
O 1.982310 -1.047796 -0.134876 1.3 0.0 -0.2 0.35
H 4.481539 -2.150070 -1.708108 -0.1 0.2 0.3 0.31
H 2.972002 -2.889621 -1.457016 0.1 0.4 0.3 0.14
H 5.003616 -0.099359 -0.626995 -0.2 -0.3 -0.1 0.33
H 3.739367 0.720564 0.161599 0.2 -0.7 -0.1 0.06
C -0.469169 3.926688 -1.376622 -0.2 0.2 -0.2 -0.96
C -0.510935 4.356770 0.059958 0.1 -0.2 0.3 0.69
C -0.905685 5.654666 0.361924 -0.1 0.5 0.1 -0.78
C -0.927660 6.139904 1.669510 0.2 -0.6 0.0 -0.75
C -0.545746 5.301316 2.730480 0.0 -0.3 -1.0 -1.11
C -0.128122 4.005545 2.421925 -0.2 -0.1 -0.1 -0.18
C -0.132296 3.510337 1.104411 0.0 0.2 0.4 0.23
Sb 0.249665 1.396791 0.809338 0.1 0.1 0.6 1.18
C 2.016899 1.420181 2.104152 -0.3 0.3 -0.5 0.22
C 2.787956 2.589545 2.061110 0.1 0.5 -0.1 -0.44
C 3.963973 2.723759 2.796683 0.2 0.0 0.2 -0.88
C 4.390394 1.641732 3.575493 0.1 0.2 0.2 -0.66
C 3.633500 0.488209 3.620183 -0.1 0.0 -0.4 -0.70
C 2.458746 0.353609 2.874289 -0.1 -0.6 0.4 0.97
C 1.749816 -0.976156 2.995736 -0.1 0.1 -0.2 -1.38
C -1.283848 0.946599 2.300014 0.3 0.6 0.1 1.06
C -0.976106 0.872614 3.659075 -0.1 -0.5 0.3 -0.67
C -1.952278 0.661660 4.645813 0.0 0.1 -0.9 -1.20
C -3.282354 0.600056 4.229002 0.0 0.1 0.0 -0.80
C -3.612379 0.747161 2.884957 0.4 -0.3 0.0 -0.68
C -2.624430 0.921240 1.911815 -0.6 -0.3 0.3 0.81
C -3.120100 1.040035 0.498889 0.2 0.4 -0.2 -1.29
H -0.614778 4.800294 -2.023417 0.2 -0.3 0.0 0.41
H -1.269682 3.225380 -1.620753 -0.1 -0.1 0.1 0.19
H 0.474986 3.437294 -1.607193 0.2 0.1 -0.1 0.05
H -1.220747 6.293868 -0.468365 0.2 0.0 0.3 0.36
H -1.223977 7.165593 1.839514 -0.1 0.0 0.1 0.38
H -0.601569 5.615788 3.759991 0.1 0.2 0.1 0.48
H 0.207130 3.334834 3.217880 -0.2 0.3 -0.1 0.33
H 2.440997 3.428166 1.445094 0.2 -0.3 0.3 0.48
H 4.545698 3.661400 2.804174 -0.4 -0.6 -0.2 0.40
H 5.303830 1.681967 4.168816 -0.2 0.2 -0.2 0.38
H 3.950040 -0.371464 4.196022 0.1 0.1 0.1 0.42
H 1.109764 -1.022892 3.878846 0.0 0.1 0.0 0.44
H 2.489908 -1.763428 3.095634 0.1 -0.2 0.0 0.60
H 1.139574 -1.216401 2.126749 0.0 0.1 0.0 -0.32
H 0.065785 0.919447 3.954308 0.0 0.1 0.1 0.58
H -1.676933 0.525004 5.690624 -0.1 0.1 -0.2 0.45
H -4.075589 0.451840 4.945388 -0.1 -0.1 0.1 0.39
H -4.634470 0.647861 2.525569 0.0 0.2 0.4 0.38
H -4.185296 0.838124 0.445281 -0.1 -0.1 0.0 0.44
H -2.611590 0.374013 -0.189972 0.2 -0.3 -0.2 -0.01
H -2.989017 2.050737 0.102547 0.1 0.1 0.1 0.28
```
Forces are in eV/Å.

Summary:
**Orbital gap**: 8.2 eV
**F_max**: 1.56 eV/Å
**ΔE to the lowest compared entry with this formula, charge and spin**: 0.00 kcal/mol
**LUMO**: 0.4 eV
**Highest occupied orbital energy**: -0.2857 Ha